No. 1
Density functional theory data (ωB97M-V/def2-TZVPD) for 5 unconnected molecules or ions with the total composition C43H65F7N4O2PSi.

Computed properties:
- 2S+1: 1
- E: -91891.7136 eV
- LUMO: 2.071 eV
- Total charge: -1
- Largest force on an atom: 0.846 eV Å⁻¹
- HOMO-LUMO gap: 6.921 eV

Structure (XYZ):
```
123
C43H65F7N4O2PSi | OMol25 | ωB97M-V/def2-TZVPD
C 7.564 0.853 0.581
C 7.159 -0.144 -0.522
C 6.681 -1.493 0.027
C 6.553 -2.589 -1.042
C 5.107 -2.898 -1.437
C 4.280 -3.522 -0.307
C 3.047 -4.277 -0.800
C 2.060 -3.367 -1.538
C 0.588 -3.808 -1.461
C -0.326 -2.854 -0.633
C -0.690 -1.642 -1.517
F -1.638 -2.069 -2.455
F 0.377 -1.270 -2.320
C -1.204 -0.394 -0.823
C -0.120 0.434 -0.126
Si -0.671 2.154 0.408
C -2.433 2.541 -0.114
C 0.457 3.449 -0.352
C -0.598 2.196 2.294
C -1.664 2.640 3.088
C -1.593 2.614 4.480
C -0.447 2.136 5.107
C 0.628 1.693 4.340
C 0.548 1.722 2.951
O 0.322 -2.391 0.502
P 0.203 -3.450 1.916
O -1.257 -4.119 1.146
C -1.570 -3.687 -0.136
C -3.017 -3.089 -0.183
C -3.728 -2.935 1.160
C -3.116 -1.908 2.129
C -4.086 -0.912 2.701
F -4.974 -1.508 3.557
F -3.415 0.034 3.427
C -4.942 -0.119 1.662
F -4.310 -0.072 0.462
F -5.151 1.163 2.052
F -6.153 -0.692 1.472
H 6.878 1.698 0.639
H 8.565 1.254 0.421
H 7.560 0.374 1.563
H 8.002 -0.314 -1.196
H 6.358 0.303 -1.118
H 7.380 -1.805 0.809
H 5.719 -1.342 0.526
H 6.999 -3.518 -0.670
H 7.119 -2.299 -1.932
H 4.620 -1.969 -1.753
H 5.108 -3.587 -2.287
H 3.923 -2.734 0.368
H 4.916 -4.175 0.301
H 3.376 -5.085 -1.464
H 2.555 -4.730 0.061
H 2.168 -2.349 -1.163
H 2.352 -3.331 -2.593
H 0.179 -3.836 -2.475
H 0.502 -4.812 -1.048
H -1.934 -0.692 -0.073
H -1.749 0.187 -1.576
H 0.188 -0.120 0.761
H 0.765 0.536 -0.758
H -2.462 2.705 -1.195
H -2.848 3.418 0.382
H -3.078 1.682 0.089
H 0.698 3.127 -1.370
H -0.033 4.423 -0.437
H 1.404 3.567 0.177
H -2.575 2.986 2.612
H -2.437 2.950 5.068
H -0.387 2.111 6.188
H 1.522 1.315 4.819
H 1.381 1.348 2.365
H 0.012 -4.318 3.061
H 0.974 -4.474 1.252
H 1.415 -2.870 2.456
H -0.584 -2.424 2.547
H -1.618 -4.549 -0.814
H -3.622 -3.792 -0.764
H -3.081 -2.147 -0.725
H -3.791 -3.897 1.668
H -4.760 -2.651 0.930
H -2.280 -1.363 1.694
H -2.691 -2.427 2.988
N 0.524 5.480 5.490
C -0.540 6.098 6.082
C -0.057 6.902 7.081
C 1.358 6.758 7.091
C 1.683 5.872 6.097
H 0.457 4.818 4.736
H -1.546 5.914 5.745
H -0.650 7.521 7.733
H 2.054 7.245 7.752
H 2.636 5.490 5.774
N -3.064 -0.714 -4.871
C -4.360 -1.054 -5.130
C -4.690 -0.552 -6.362
C -3.542 0.119 -6.864
C -2.557 0.000 -5.918
H -2.559 -0.958 -4.035
H -4.934 -1.624 -4.420
H -5.646 -0.655 -6.848
H -3.450 0.629 -7.809
H -1.542 0.360 -5.904
N -2.331 6.399 0.966
C -1.971 7.398 0.105
C -3.118 7.991 -0.350
C -4.213 7.320 0.260
C -3.693 6.343 1.066
H -1.692 5.791 1.446
H -0.936 7.600 -0.109
H -3.168 8.812 -1.046
H -5.260 7.529 0.121
H -4.175 5.615 1.696
N 1.738 -4.080 -5.834
C 0.440 -3.940 -5.425
C -0.150 -5.173 -5.477
C 0.831 -6.094 -5.939
C 1.986 -5.388 -6.149
H 2.407 -3.336 -5.884
H 0.055 -2.983 -5.118
H -1.169 -5.393 -5.203
H 0.705 -7.153 -6.090
H 2.957 -5.705 -6.486
```

No. 2
Density functional theory data (ωB97M-V/def2-TZVPD) for 5 unconnected molecules or ions with the total composition C43H65FN4O19P in a non-equilibrium geometry.

Computed properties:
- 2S+1: 1
- E: -102498.1781 eV
- LUMO: -4.982 eV
- Total charge: +1
- Largest force on an atom: 6.775 eV Å⁻¹
- HOMO-LUMO gap: 4.671 eV

Structure (XYZ):
```
133
C43H65FN4O19P | OMol25 | ωB97M-V/def2-TZVPD
C 2.074 -2.017 5.867
C 2.281 -1.905 4.292
C 3.411 -1.076 3.608
C 4.505 -0.240 4.421
P 3.688 1.368 4.994
O 4.520 2.609 4.643
O 2.098 1.402 4.298
O 3.408 1.235 6.702
C 3.408 -1.115 2.072
C 4.618 -0.287 1.357
C 4.249 1.305 1.295
O 2.819 1.511 1.249
C 2.415 2.386 0.161
C 2.537 3.953 0.486
O 1.759 4.392 1.629
C 0.382 4.019 1.511
C -0.337 3.470 2.794
C -1.826 2.997 2.751
C -2.655 3.064 1.422
C -4.183 2.550 1.300
C -5.086 3.917 1.186
C -4.385 1.775 -0.098
C -4.728 1.773 2.599
C -4.348 0.208 2.681
C -2.818 -0.148 2.324
C -4.547 -0.218 4.257
C -5.330 -0.771 1.844
C -1.983 3.643 0.100
C -0.469 4.114 0.191
N 2.540 -1.736 1.164
N 1.618 -2.416 1.838
C 0.632 -3.124 0.925
O 0.802 -4.353 0.717
N -0.465 -2.414 0.248
C -1.656 -3.276 0.076
O -2.207 -3.903 1.022
F -2.249 -3.492 -1.223
C 1.411 -2.586 3.216
C 0.202 -3.535 3.722
N -1.065 -2.738 3.573
H 1.264 -1.246 6.188
H 1.738 -3.047 6.243
H 3.028 -1.693 6.443
H 4.723 -0.852 5.387
H 5.512 -0.113 3.898
H 1.443 1.418 5.044
H 2.594 1.768 6.922
H 4.717 -0.608 0.244
H 5.641 -0.497 1.828
H 4.733 1.866 2.183
H 4.798 1.702 0.349
H 3.034 2.206 -0.810
H 1.332 2.080 -0.127
H 2.160 4.513 -0.457
H 3.623 4.316 0.648
H 0.255 3.412 3.773
H -2.278 2.599 3.724
H -6.154 3.562 0.968
H -5.101 4.404 2.238
H -4.670 4.619 0.378
H -4.429 2.567 -0.932
H -3.482 1.095 -0.356
H -5.372 1.181 -0.122
H -5.889 1.836 2.596
H -4.382 2.335 3.535
H -2.429 0.304 1.347
H -2.159 0.286 3.179
H -2.713 -1.305 2.350
H -3.768 -1.019 4.541
H -5.611 -0.669 4.385
H -4.412 0.702 4.944
H -5.516 -1.728 2.474
H -6.308 -0.275 1.511
H -4.768 -1.131 0.895
H -2.560 3.722 -0.895
H -0.018 4.534 -0.788
H -0.689 -1.511 0.696
H 0.175 -4.556 3.179
H 0.306 -3.786 4.845
H -1.708 -2.973 4.360
H -0.812 -1.738 3.743
C 2.386 4.896 -5.162
C 1.700 4.072 -4.095
C 1.160 2.762 -4.588
O 0.104 2.509 -3.666
C -0.328 3.726 -3.231
O -1.325 3.900 -2.584
O 0.518 4.718 -3.627
H 2.560 5.915 -4.805
H 3.345 4.452 -5.442
H 1.764 4.978 -6.062
H 2.368 3.937 -3.235
H 1.903 1.963 -4.556
H 0.733 2.816 -5.594
C -2.088 -5.119 -4.940
C -1.071 -4.006 -5.068
C -1.467 -2.733 -4.380
O -0.746 -1.756 -5.120
C -0.583 -2.265 -6.375
O -0.178 -1.639 -7.313
O -0.943 -3.580 -6.421
H -1.855 -5.932 -5.632
H -2.107 -5.516 -3.922
H -3.093 -4.769 -5.195
H -0.087 -4.357 -4.735
H -1.176 -2.716 -3.329
H -2.535 -2.507 -4.460
C -1.695 -7.404 2.979
C -1.721 -7.428 4.491
C -2.419 -8.621 5.073
O -2.843 -8.131 6.340
C -3.005 -6.785 6.199
O -3.525 -6.075 7.013
O -2.498 -6.352 5.008
H -1.376 -6.421 2.618
H -1.012 -8.162 2.587
H -2.689 -7.583 2.561
H -0.703 -7.322 4.886
H -1.756 -9.480 5.192
H -3.306 -8.927 4.508
C 5.597 5.336 -10.323
C 4.918 4.507 -9.255
C 4.373 3.200 -9.749
O 3.325 2.943 -8.820
C 2.898 4.158 -8.376
O 1.906 4.331 -7.721
O 3.741 5.152 -8.775
H 5.773 6.353 -9.964
H 6.552 4.893 -10.613
H 4.970 5.423 -11.215
H 5.593 4.369 -8.402
H 5.115 2.400 -9.727
H 3.938 3.258 -10.751
```

Q: Number 2 is which compound?
A: C43H65FN4O19P